ORCA calculation (wB97M-V/def2-TZVPD) on a structure of composition C34H42CaNO4 in a non-equilibrium geometry.

## Properties
LUMO energy ... 2.3 eV
E_HOMO ... -4.4 eV
Total charge ... -1
Spin multiplicity ... 1
HOMO-LUMO gap ... 6.64 eV

```
82
Properties=species:S:1:pos:R:3:mulliken_charge:R:1
O 0.012 0.144 -6.066 -0.43
C -0.016 1.424 -6.795 -0.22
C -0.159 0.703 -8.129 -0.80
H 0.891 2.021 -6.649 0.20
H -0.887 2.050 -6.572 0.05
C -0.069 -0.591 -7.306 1.41
H 0.678 0.770 -8.812 0.33
H -1.143 0.783 -8.582 0.33
C 1.212 -1.370 -7.501 -1.68
H 2.079 -0.728 -7.274 0.39
H 1.218 -1.750 -8.534 0.39
H 1.219 -2.209 -6.797 0.36
C -1.319 -1.443 -7.383 -1.77
H -2.236 -0.895 -7.124 0.35
H -1.229 -2.317 -6.730 0.38
H -1.416 -1.808 -8.412 0.43
Ca -0.699 -0.199 -0.031 1.78
C -3.089 -0.657 1.164 -0.43
C -2.978 0.757 1.216 -0.21
C -3.153 1.270 -0.099 -0.75
H -2.868 1.334 2.133 0.36
C -3.370 0.159 -0.972 -0.39
C -3.327 -1.029 -0.190 -0.87
H -3.513 -2.042 -0.545 0.37
H -3.078 -1.322 2.028 0.37
H -3.178 2.329 -0.373 0.35
H -3.620 0.209 -2.035 0.52
C 0.338 -2.333 1.171 -0.14
C -0.275 -2.894 0.015 -1.07
C 0.490 -2.519 -1.122 -0.41
H -1.109 -3.593 0.032 0.39
C 1.596 -1.744 -0.668 -1.05
C 1.492 -1.611 0.748 -0.11
H 2.238 -1.155 1.405 0.37
H 0.059 -2.575 2.198 0.36
H 0.343 -2.900 -2.137 0.42
H 2.449 -1.433 -1.275 0.43
O 0.537 1.486 -4.327 -0.45
C -0.687 0.773 -3.907 0.70
C -1.775 1.837 -3.764 -0.11
H -0.493 0.273 -2.934 -0.35
H -1.053 -0.005 -4.581 0.23
C -1.011 3.170 -3.868 -0.64
H -2.232 1.747 -2.774 -0.19
H -2.537 1.709 -4.540 0.31
C 0.398 2.657 -3.473 -0.24
H -1.420 3.966 -3.219 0.43
H -1.024 3.455 -4.952 0.18
H 0.387 2.363 -2.390 -0.03
H 1.239 3.337 -3.618 0.38
C 4.460 0.536 6.156 -1.79
C 3.593 -0.548 5.575 1.13
C 4.194 -1.615 4.904 -0.96
C 3.426 -2.637 4.337 -0.85
C 2.042 -2.544 4.368 -0.72
C 1.426 -1.417 4.940 0.35
N 0.065 -1.242 4.717 0.33
C -0.734 -0.081 4.843 -0.64
C -1.800 -0.072 5.752 -0.36
C -2.473 1.117 6.019 -0.61
C -2.115 2.285 5.334 -0.66
C -1.150 2.241 4.327 -0.18
C -0.453 1.060 4.083 0.92
C 0.511 0.873 2.935 -0.48
O 1.727 0.816 3.143 -0.63
O -0.058 0.793 1.773 -0.78
C 2.200 -0.502 5.698 1.20
C 1.566 0.527 6.573 -1.53
H 4.139 1.531 5.823 0.29
H 4.461 0.524 7.253 0.37
H 5.487 0.376 5.820 0.39
H 5.285 -1.618 4.824 0.24
H 3.918 -3.482 3.855 0.36
H 1.433 -3.305 3.885 0.38
H -0.473 -2.100 4.648 0.38
H -2.006 -1.006 6.281 0.40
H -3.282 1.114 6.751 0.39
H -2.621 3.220 5.571 0.37
H -0.924 3.132 3.744 0.44
H 1.306 1.427 5.994 0.22
H 0.660 0.160 7.072 0.32
H 2.278 0.834 7.349 0.51
```

---

ORCA calculation (wB97M-V/def2-TZVPD) on a structure of composition C34H42ClNO18S2Si2 in a non-equilibrium geometry.

## Properties
LUMO energy ... -1.7 eV
E_HOMO ... -8.8 eV
Spin multiplicity ... 1
HOMO-LUMO gap ... 7.09 eV

```
100
Properties=species:S:1:pos:R:3:mulliken_charge:R:1
O 0.041 5.316 1.569 -0.67
C -0.209 4.223 1.054 0.21
O -0.022 3.061 1.690 -0.44
C -0.476 1.905 0.952 0.13
C -1.982 1.752 1.006 -0.71
Si -2.656 0.604 -0.339 0.40
C -2.820 -1.125 0.412 0.13
C -4.039 -1.829 -0.068 0.24
O -4.180 -2.276 -1.182 -0.47
Cl -5.365 -1.948 1.115 -0.19
O -1.532 0.596 -1.556 -0.45
Si -2.027 0.465 -3.168 0.17
C -1.317 -1.116 -3.854 0.29
C -1.694 -1.360 -5.330 -1.07
C -0.681 -0.827 -6.302 -0.41
O 0.550 -1.507 -6.088 -0.57
C -1.467 2.049 -4.034 -0.94
C -0.193 2.646 -3.450 -0.27
C 1.070 1.792 -3.676 0.10
S 1.835 1.410 -2.104 -0.20
C 2.321 -0.279 -2.227 0.36
S 2.633 -0.982 -3.670 -0.18
N 2.414 -0.842 -0.982 0.09
C 1.135 -0.862 -0.235 2.06
C 0.472 -2.228 -0.152 0.23
O 1.370 -3.293 0.061 -0.45
C 2.272 -3.311 -1.043 -0.41
C 3.152 -2.100 -0.901 -1.37
H -0.576 4.141 0.022 0.30
H -0.021 1.055 1.435 0.01
H -0.083 1.969 -0.054 -0.01
H -2.488 2.706 0.928 0.49
H -2.243 1.317 1.962 0.47
H -3.959 1.116 -0.799 -0.32
H -2.846 -1.071 1.492 0.65
H -1.950 -1.720 0.161 -0.44
H -3.500 0.335 -3.237 -0.32
H -1.673 -1.959 -3.274 0.46
H -0.232 -1.144 -3.799 -0.14
H -1.700 -2.434 -5.470 0.40
H -2.700 -1.025 -5.558 0.39
H -1.001 -1.034 -7.318 0.40
H -0.533 0.245 -6.214 0.18
H 1.259 -0.870 -6.102 0.30
H -2.262 2.761 -3.831 0.57
H -1.405 1.914 -5.105 0.43
H -0.306 2.775 -2.381 -0.32
H -0.031 3.632 -3.867 0.62
H 1.760 2.370 -4.274 0.55
H 0.849 0.903 -4.249 -0.40
H 1.242 -0.436 0.753 -0.10
H 0.441 -0.217 -0.756 -1.68
H -0.188 -2.211 0.705 -0.67
H -0.154 -2.437 -1.019 0.46
H 2.864 -4.211 -0.979 0.50
H 1.704 -3.293 -1.965 0.32
H 3.564 -2.151 0.101 0.57
H 3.994 -2.128 -1.571 0.57
C -2.231 -4.442 4.782 -0.87
C -1.381 -4.043 3.825 0.34
C -0.576 -2.779 3.956 0.92
O 0.169 -2.499 3.037 -0.37
C -0.738 -1.972 5.151 -1.24
C -1.587 -2.372 6.107 0.38
C -2.383 -3.644 5.985 1.08
O -3.118 -3.938 6.908 -0.63
O -1.794 -1.692 7.223 -0.58
O -1.181 -4.721 2.706 -0.64
H -2.814 -5.348 4.700 0.47
H -0.163 -1.061 5.228 0.50
H -2.447 -2.205 7.735 0.36
H -0.493 -4.238 2.207 0.27
C 0.110 9.974 -0.595 -1.12
C -0.433 11.151 -0.261 0.34
C -1.360 11.298 0.915 1.11
O -1.793 12.410 1.153 -0.63
C -1.683 10.116 1.693 -0.98
C -1.140 8.935 1.361 0.47
C -0.203 8.793 0.195 1.04
O 0.231 7.681 -0.014 -0.51
O -1.370 7.814 2.022 -0.54
O -0.204 12.273 -0.930 -0.57
H 0.776 9.857 -1.439 0.42
H -2.356 10.232 2.530 0.43
H -0.826 7.111 1.598 0.33
H -0.716 12.966 -0.472 0.36
C 2.858 -7.334 2.869 -1.21
C 3.782 -8.139 2.330 0.44
C 4.945 -7.601 1.541 1.00
O 5.747 -8.402 1.101 -0.62
C 5.041 -6.165 1.341 -0.79
C 4.113 -5.361 1.877 0.14
C 2.970 -5.897 2.692 1.13
O 2.192 -5.086 3.154 -0.55
O 4.119 -4.044 1.733 -0.56
O 3.752 -9.458 2.448 -0.58
H 2.021 -7.709 3.441 0.47
H 5.868 -5.790 0.756 0.46
H 3.329 -3.716 2.207 0.29
H 4.535 -9.789 1.970 0.36
```

---

ORCA calculation (wB97M-V/def2-TZVPD) on a structure of composition C34H42CrN4P2 in a non-equilibrium geometry.

## Properties
LUMO energy (spin up / spin down) ... 0.4 / 0.0 eV
Expectation value of S² ... 6.071
E_HOMO (spin up / spin down) ... -6.9 / -7.7 eV
Spin multiplicity ... 5
HOMO-LUMO gap (spin up / spin down) ... 7.28 / 7.73 eV

```
83
Properties=species:S:1:pos:R:3:mulliken_spin:R:1
Cr -0.302 0.692 -0.927 3.97
C -1.982 1.748 -7.252 0.00
C -2.090 0.441 -6.995 0.00
C -1.278 -0.629 -7.681 0.00
C 0.236 -0.326 -7.872 0.00
C 0.838 0.484 -6.754 0.00
C 0.854 1.823 -6.815 0.00
C 0.291 2.572 -8.026 0.00
C -1.199 2.313 -8.382 0.00
C 1.221 0.790 0.527 -0.10
H -2.554 2.525 -6.751 0.00
H -2.919 0.032 -6.412 0.00
H -1.767 -0.850 -8.644 0.00
H -1.364 -1.564 -7.098 0.00
H 0.752 -1.287 -7.950 0.00
H 0.378 0.137 -8.854 0.00
H 1.343 -0.057 -5.956 0.00
H 1.394 2.440 -6.094 0.00
H 0.894 2.316 -8.910 0.00
H 0.402 3.664 -7.884 0.00
H -1.652 3.274 -8.673 0.00
H -1.275 1.660 -9.262 0.00
H 0.837 1.492 1.286 -0.01
H 2.136 1.243 0.120 0.01
H 1.390 -0.203 0.997 0.03
P 1.521 -0.372 -2.056 0.02
P -1.476 -0.938 -2.038 -0.02
N 2.617 0.891 -2.600 -0.03
N 2.616 -1.588 -1.423 0.00
N -2.337 0.400 -2.724 0.06
N -2.808 -1.883 -1.565 0.01
C 0.854 -1.156 -3.546 0.09
C -0.554 -1.762 -3.362 -0.03
C 2.497 2.211 -2.150 0.03
C 3.504 2.974 -2.715 0.03
C 4.266 2.107 -3.566 0.00
C 3.702 0.842 -3.475 0.00
C 3.435 -1.443 -0.296 0.00
C 4.157 -2.614 -0.105 0.00
C 3.732 -3.537 -1.113 0.00
C 2.765 -2.899 -1.874 0.00
C -2.199 1.731 -2.234 0.04
C -2.607 2.588 -3.244 0.04
C -2.926 1.795 -4.375 -0.02
C -2.734 0.465 -4.040 0.05
C -3.977 -2.150 -2.291 0.01
C -4.835 -2.895 -1.500 0.00
C -4.195 -3.077 -0.228 0.00
C -2.971 -2.436 -0.294 0.00
H 1.567 -1.921 -3.887 -0.02
H 0.854 -0.361 -4.303 -0.04
H -1.088 -1.755 -4.323 0.01
H -0.520 -2.814 -3.036 0.00
H 1.734 2.483 -1.439 -0.02
H 3.678 4.022 -2.512 0.00
H 5.119 2.393 -4.161 0.00
H 3.980 -0.083 -3.947 0.00
H 3.401 -0.553 0.303 0.00
H 4.901 -2.792 0.659 0.00
H 4.084 -4.542 -1.281 0.00
H 2.158 -3.270 -2.683 0.00
H -2.109 1.926 -1.155 -0.10
H -2.680 3.672 -3.208 0.00
H -3.231 2.175 -5.332 0.00
H -2.840 -0.451 -4.600 0.00
H -4.091 -1.805 -3.297 0.00
H -5.808 -3.277 -1.786 0.00
H -4.583 -3.612 0.629 0.00
H -2.193 -2.323 0.433 0.01
C -1.629 0.730 0.760 0.01
C -1.495 0.081 2.097 -0.13
C -0.748 -1.082 2.347 0.05
C -0.734 -1.653 3.625 0.00
C -1.451 -1.052 4.674 0.00
C -2.184 0.129 4.444 0.00
C -2.177 0.685 3.169 0.01
H -2.663 0.583 0.401 0.01
H -1.463 1.821 0.877 -0.02
H -0.165 -1.531 1.543 0.06
H -0.162 -2.564 3.801 0.00
H -1.465 -1.484 5.657 0.00
H -2.767 0.604 5.227 0.00
H -2.697 1.623 2.969 0.00
```

---

ORCA calculation (wB97M-V/def2-TZVPD) on a cluster of 2 separate species, C34H42N3O3 in total in a non-equilibrium geometry.

## Properties
LUMO energy ... -3.8 eV
E_HOMO ... -10.5 eV
Total charge ... +1
Spin multiplicity ... 1
HOMO-LUMO gap ... 6.65 eV

```
82
Properties=species:S:1:pos:R:3:mulliken_charge:R:1
C -1.331 -1.852 4.434 -0.68
O -0.029 -1.403 4.008 -0.32
C 0.287 -1.678 2.742 -0.05
O -0.466 -2.284 1.980 -0.48
C 1.689 -1.225 2.396 0.75
C 2.143 0.026 3.153 -0.61
C 3.034 0.771 2.161 -0.72
C 2.860 0.089 0.791 -0.08
N 1.807 -0.957 0.970 0.78
C 1.880 -2.062 0.117 -0.38
C 0.928 -2.378 -0.857 1.53
C 0.857 -3.747 -1.477 -1.33
C 2.163 -4.504 -1.425 -0.81
C 2.807 -4.344 -0.038 -0.99
C 3.132 -2.873 0.211 -1.04
H -1.334 -1.723 5.516 0.26
H -2.109 -1.235 3.969 0.28
H -1.488 -2.904 4.171 0.28
H 2.325 -2.086 2.684 0.16
H 1.294 0.649 3.480 0.32
H 2.692 -0.324 4.041 0.38
H 2.767 1.833 2.104 0.34
H 4.086 0.681 2.469 0.27
H 2.563 0.784 -0.012 -0.23
H 3.816 -0.374 0.482 0.39
H -0.870 -0.897 -0.090 -0.38
H 0.034 -4.276 -0.969 0.30
H 0.564 -3.578 -2.516 0.46
H 1.965 -5.555 -1.640 0.43
H 2.826 -4.107 -2.206 0.26
H 2.071 -4.657 0.718 0.37
H 3.687 -5.003 0.043 0.41
H 3.835 -2.540 -0.573 0.29
H 3.671 -2.773 1.165 0.43
C 3.924 -3.142 -8.110 -1.45
C 3.490 -2.043 -7.187 0.67
C 2.203 -1.510 -7.291 -1.13
C 1.777 -0.468 -6.458 1.10
C 0.376 0.047 -6.548 -1.40
C 2.673 0.036 -5.515 -0.29
N 2.293 1.148 -4.687 0.88
C 1.615 1.090 -3.503 -0.31
C 1.500 -0.112 -2.752 1.29
C 0.379 -0.214 -1.894 -0.86
C 0.094 -1.517 -1.442 -0.98
C -1.953 -0.868 0.087 1.06
C -2.680 -1.991 0.453 -0.19
C -4.023 -1.788 0.809 -0.73
C -4.596 -0.529 0.615 -0.59
C -3.896 0.495 -0.029 -0.57
C -2.532 0.321 -0.300 -0.37
O 2.402 -0.999 -2.847 -0.71
N 1.402 2.343 -3.076 0.13
C 0.594 2.790 -1.944 -0.86
C 1.926 3.228 -4.017 -0.78
C 2.493 2.496 -4.997 -0.45
C 3.967 -0.471 -5.394 1.12
C 4.867 0.040 -4.324 -1.30
C 4.370 -1.510 -6.240 -1.29
H 4.953 -3.439 -7.894 0.36
H 3.286 -4.023 -7.988 0.33
H 3.864 -2.847 -9.166 0.34
H 1.500 -1.917 -8.020 0.41
H 0.335 1.135 -6.678 0.30
H -0.101 -0.408 -7.422 0.45
H -0.227 -0.221 -5.667 0.22
H -0.377 0.578 -1.959 0.34
H -0.794 -1.966 -1.943 0.55
H -2.235 -2.986 0.435 0.41
H -4.551 -2.628 1.254 0.40
H -5.599 -0.348 0.989 0.41
H -4.339 1.460 -0.252 0.38
H -1.947 1.071 -0.841 0.21
H 0.945 3.789 -1.653 0.36
H -0.472 2.870 -2.217 0.32
H 0.700 2.117 -1.086 0.38
H 1.845 4.303 -3.877 0.48
H 3.028 2.786 -5.897 0.56
H 5.831 -0.468 -4.400 0.46
H 5.038 1.118 -4.406 0.29
H 4.452 -0.179 -3.332 0.14
H 5.378 -1.916 -6.136 0.30
```